[1]
72
Properties=species:S:1:pos:R:3:forces:R:3:mulliken_charge:R:1 method="wB97M-V/def2-TZVPD" relative_energy_ev=8.734 total_charge=0 smiles=Fc1c(S)ccc2c1Sc1ccccc1N2.COCCNCCOC.COCCNCCOC spin_multiplicity=1 orbital_gap_ev=8.0 energy_ev=-62541.510
F -0.2903 0.1796 -4.3718 -2.89 -1.09 2.17 -0.23
C -1.3811 -0.2541 -3.5550 -2.03 -1.01 1.94 0.34
C -2.7682 0.4257 -3.5964 0.82 -2.17 2.01 -0.02
S -3.0529 1.8943 -4.7208 0.44 -0.62 1.62 -0.21
C -3.9163 -0.1330 -2.6767 2.91 -1.55 0.12 -0.35
C -3.6990 -1.3275 -1.7173 3.25 0.93 -1.76 -0.66
C -2.2766 -2.0078 -1.6279 -1.14 3.20 -2.80 0.39
C -1.1607 -1.4381 -2.5828 -1.93 0.41 0.82 0.06
S 0.4965 -2.2908 -2.4252 -1.12 0.59 1.34 -0.20
C 0.5872 -2.5578 -0.5762 -1.08 -0.29 2.77 0.40
C 1.8819 -2.3738 0.2589 -3.72 -0.82 2.02 -0.50
C 1.7535 -2.6015 1.8079 -2.99 -0.69 -1.53 -0.25
C 0.3972 -3.0156 2.4870 -0.20 0.39 -3.75 0.13
C -0.8874 -3.1883 1.6213 3.33 1.07 -1.92 -0.65
C -0.7864 -2.9591 0.0829 2.77 0.14 2.60 0.36
N -2.0101 -3.1411 -0.7234 0.97 2.57 -0.03 -0.25
H -2.6898 2.9737 -3.8927 -0.28 -1.37 -0.54 0.16
H -4.9424 0.3791 -2.7500 1.88 -0.92 0.16 0.33
H -4.4896 -1.7592 -1.0155 1.00 0.96 -1.30 0.19
H 2.8731 -2.0494 -0.2298 -1.91 -0.63 0.88 0.32
H 2.6400 -2.4882 2.5144 -1.25 -0.13 -1.35 0.31
H 0.2900 -3.2113 3.6183 0.35 0.53 -2.13 -0.15
H -1.9158 -3.4688 2.0587 1.95 0.48 -0.61 0.15
H -2.8146 -3.2724 -0.0770 0.82 0.11 -0.80 0.34
C -1.6275 -2.2261 10.6871 0.06 0.25 -0.18 -0.73
O -0.4574 -1.5962 10.1880 -0.11 -0.39 0.25 -0.34
C 0.7411 -2.3029 10.5151 0.37 0.31 -0.45 -0.81
C 1.3842 -2.8710 9.2480 -0.51 -0.12 0.30 -0.18
N 0.5886 -3.9702 8.7025 0.18 0.15 -0.10 -0.33
C 1.0163 -4.3983 7.3695 -0.33 0.06 0.04 -1.03
C 0.8610 -3.3871 6.2224 0.00 -0.46 -0.11 -0.18
O -0.4964 -3.0843 5.9030 0.49 0.19 0.17 -0.46
C -1.0640 -2.0392 6.6797 -0.34 -0.14 -0.23 -0.61
H -2.4753 -1.5662 10.4944 0.13 0.01 -0.02 0.24
H -1.8072 -3.1754 10.1750 -0.06 -0.13 0.15 0.31
H -1.5533 -2.3904 11.7657 -0.04 -0.09 -0.01 0.34
H 0.5688 -3.0843 11.2625 -0.13 -0.03 -0.16 0.41
H 1.4262 -1.5717 10.9545 0.01 -0.04 0.00 0.39
H 2.3876 -3.2368 9.4878 -0.04 -0.02 -0.04 0.38
H 1.4773 -2.0525 8.5271 0.16 0.19 0.08 0.17
H -0.3820 -3.6791 8.6464 0.14 -0.05 0.06 0.09
H 0.4217 -5.2816 7.1194 0.06 0.04 -0.10 0.44
H 2.0604 -4.7266 7.4190 -0.02 0.10 0.01 0.39
H 1.2793 -3.8536 5.3240 -0.02 -0.03 0.07 0.40
H 1.4419 -2.4726 6.3825 -0.14 0.08 0.13 0.30
H -0.3254 -1.2915 6.9791 0.02 -0.10 0.07 0.30
H -1.5676 -2.4517 7.5569 0.07 0.19 0.14 0.18
H -1.8266 -1.5456 6.0726 0.10 -0.05 -0.03 0.31
C -1.1363 5.2433 -9.1589 0.14 0.24 0.16 -0.71
O -0.7655 5.5349 -7.8202 -0.21 -0.33 -0.25 -0.37
C -1.0157 4.4513 -6.9221 0.42 0.19 0.46 -0.73
C 0.3040 3.8822 -6.3966 -0.27 -0.02 -0.51 -0.04
N 1.0250 3.1693 -7.4501 0.04 0.11 0.21 -0.35
C 2.3949 2.8076 -7.0813 -0.04 0.17 -0.26 -0.65
C 3.3852 3.9577 -6.8382 0.25 -0.44 -0.10 -0.51
O 3.6929 4.7091 -8.0083 -0.24 0.10 0.42 -0.42
C 2.7897 5.7690 -8.2842 0.29 -0.08 -0.32 -0.53
H -1.0213 6.1550 -9.7479 0.02 -0.03 0.13 0.24
H -0.4856 4.4745 -9.5843 -0.13 -0.12 -0.11 0.31
H -2.1806 4.9231 -9.2145 0.02 -0.08 -0.06 0.34
H -1.6355 3.6717 -7.3772 0.16 0.03 -0.11 0.40
H -1.5754 4.8669 -6.0782 -0.01 -0.03 0.01 0.31
H 0.0945 3.1923 -5.5728 0.03 -0.02 -0.05 0.29
H 0.8947 4.7177 -6.0070 -0.11 0.13 0.20 0.18
H 1.0629 3.7544 -8.2785 -0.04 -0.09 0.12 0.08
H 2.7873 2.1957 -7.8987 0.09 0.03 0.07 0.41
H 2.3666 2.1652 -6.1942 -0.04 0.10 0.01 0.32
H 4.3308 3.5057 -6.5207 -0.04 0.03 -0.06 0.36
H 3.0774 4.6151 -6.0180 -0.14 0.09 -0.11 0.34
H 2.3631 6.2026 -7.3761 -0.07 -0.10 -0.01 0.27
H 1.9964 5.4251 -8.9523 -0.18 0.15 0.11 0.18
H 3.3404 6.5509 -8.8128 0.04 -0.08 0.07 0.29


[2]
11
Properties=species:S:1:pos:R:3:forces:R:3:mulliken_charge:R:1 method="wB97M-V/def2-TZVPD" relative_energy_ev=6.005 total_charge=0 spin_multiplicity=1 orbital_gap_ev=8.3 energy_ev=-7760.522
O 2.2406 -0.3066 0.6663 -0.56 0.15 -0.20 -0.47
C 1.1480 -0.0291 0.3010 0.59 -0.07 0.17 0.47
C -0.1097 0.5648 0.8543 -0.14 -0.02 0.05 -0.42
C -0.8449 0.6611 -0.3485 -0.38 0.12 0.27 0.21
N 0.1121 1.1587 -1.3586 0.15 0.04 -0.02 -0.31
C 0.2751 -0.1788 -1.0152 0.19 -0.07 -0.27 -0.44
H -0.6408 -2.3575 0.6801 -0.02 -0.07 -0.02 0.09
H -0.5293 0.1955 1.7912 0.05 0.06 -0.13 0.33
H -1.9062 0.6199 -0.5444 0.19 0.01 0.03 0.35
H 0.7846 1.8445 -0.9918 -0.04 -0.06 0.03 0.26
H -0.5295 -2.1724 -0.0343 -0.04 -0.09 0.10 -0.09


[3]
18
Properties=species:S:1:pos:R:3:forces:R:3:mulliken_charge:R:1 method="wB97M-V/def2-TZVPD" relative_energy_ev=3.745 total_charge=0 spin_multiplicity=1 orbital_gap_ev=9.8 energy_ev=-10371.560
C -1.5993 1.0653 -0.9649 -1.04 0.32 0.56 -1.43
C 0.8317 0.8426 -1.6445 0.18 0.20 -0.15 -1.19
C -0.1020 -0.5847 0.2581 -1.33 -1.10 0.97 0.02
C -0.2471 0.5087 -0.6629 2.19 -1.37 0.60 1.19
N 1.2095 -1.5214 2.2276 -0.07 0.48 -0.28 -0.65
C 1.2096 -0.7150 1.0252 -0.56 0.00 -1.78 0.10
O -1.2514 -1.2403 0.7518 0.26 -0.09 -0.29 -0.59
N 0.4604 0.5132 1.0404 -1.06 1.46 0.24 -0.71
H -1.5246 -0.7788 1.5588 0.11 0.00 -0.28 0.34
H 1.1736 -2.5133 2.0074 0.07 0.19 -0.16 0.26
H 0.3960 -1.3234 2.8014 0.12 0.13 -0.12 0.28
H 2.1528 -0.7394 0.4798 0.01 -0.13 0.17 0.33
H -2.4280 0.3540 -0.8780 0.51 -0.30 0.32 0.36
H -1.7125 1.4382 -1.9855 0.64 0.19 0.12 0.38
H -1.8668 1.8695 -0.2754 0.17 0.15 -0.05 0.35
H 0.5600 0.4522 -2.6319 -0.01 0.02 0.08 0.34
H 0.9298 1.9288 -1.7360 -0.05 -0.10 -0.02 0.32
H 1.8083 0.4439 -1.3715 -0.15 -0.06 0.05 0.30


[4]
46
Properties=species:S:1:pos:R:3:forces:R:3:mulliken_charge:R:1 method="wB97M-V/def2-TZVPD" total_charge=0 spin_multiplicity=1 orbital_gap_ev=7.6 energy_ev=-79544.295
O -0.5421 -0.5315 3.5292 -4.04 2.01 -0.16 -0.60
O 3.8170 -0.4028 -2.2366 -2.25 -2.83 0.14 -0.68
O 1.6209 4.0884 0.9970 -0.15 -0.23 -0.18 -0.57
O -2.4525 -0.3204 -3.7318 1.75 0.80 0.51 -0.60
O -0.1054 5.2691 0.4546 0.27 -1.85 0.24 -0.55
O -2.5252 1.7897 -3.5502 2.02 -0.20 0.25 -0.57
O -2.8480 -0.1864 3.4246 -0.57 -0.27 0.01 -0.27
O 2.5375 -2.3355 -1.8807 -0.19 1.29 -0.47 -0.33
S -2.0507 3.5097 -1.2209 0.83 -0.47 -1.37 -0.03
S -0.3336 3.4097 -2.4830 0.26 0.38 -0.26 -0.08
S -2.2909 1.2559 0.7000 0.74 1.54 0.27 -0.15
S 2.0394 1.5495 -2.7043 -3.09 -2.06 0.26 -0.06
C -1.5835 0.1186 3.1845 4.39 -3.03 -0.17 0.30
C 2.7288 -1.0478 -2.2795 3.42 1.55 0.31 0.54
C -1.4177 2.7330 0.1711 -0.93 -1.90 0.38 -0.15
C 0.2591 1.7525 -2.9002 1.53 4.15 1.15 0.29
C -1.3435 1.1836 2.1613 -0.35 0.77 -0.16 1.00
C 1.6090 -0.2208 -2.7224 0.59 0.40 0.23 0.34
C -0.3583 2.9864 0.9647 -1.23 -0.72 2.04 0.40
C -0.4361 0.6769 -3.1803 -1.30 -1.73 -0.20 0.01
C -0.3440 2.1198 2.2025 1.01 0.59 -0.96 -0.22
C 0.3424 -0.5406 -3.0384 -0.71 -1.11 -0.46 -0.07
N 0.4314 4.1952 0.7602 0.49 1.53 0.58 1.01
N -1.8592 0.7574 -3.4923 -3.22 -1.64 -0.76 0.98
C 0.7598 2.2261 3.2444 -1.84 0.29 0.30 -1.53
C -0.1546 -1.9737 -3.2349 0.99 1.22 -4.06 -1.13
C -4.2516 -0.7780 5.2924 1.05 1.09 0.15 -0.99
C 4.2350 -3.4313 -3.2255 1.91 0.64 1.47 -1.14
C -3.3129 -1.3157 4.2481 2.57 -0.78 1.95 -0.34
C 3.7128 -3.1688 -1.8334 0.51 0.78 -0.68 -0.30
H 1.5778 1.6590 2.9489 1.55 -1.09 -0.79 0.33
H 1.0905 3.2261 3.3455 0.31 1.13 -0.08 0.48
H 0.5367 1.8855 4.2524 -0.64 -0.20 -0.15 0.39
H 0.6203 -2.7093 -3.4058 0.53 0.21 0.63 0.33
H -0.7089 -2.0499 -4.2312 0.39 0.51 1.38 0.33
H -0.8036 -2.2795 -2.5164 -1.87 -0.81 2.20 0.37
H -3.6690 0.0853 5.6788 -0.73 -0.33 0.26 0.28
H -4.4100 -1.4829 6.1200 -0.15 0.15 -0.47 0.34
H -5.1588 -0.3954 4.8458 -0.38 -0.08 0.14 0.28
H 3.5114 -3.6333 -3.9645 -1.04 -0.56 -0.57 0.30
H 4.7854 -2.5532 -3.5180 0.43 0.17 -0.51 0.34
H 4.9262 -4.2682 -3.0467 -0.05 0.17 -0.77 0.37
H -3.7094 -2.1347 3.6925 -0.43 -0.01 -1.25 0.37
H -2.4435 -1.8185 4.8128 -0.82 1.15 -1.06 0.28
H 3.5084 -4.1398 -1.4879 -1.44 -0.88 1.11 0.42
H 4.4632 -2.7594 -1.1466 -0.13 0.24 -0.41 0.30


[5]
57
Properties=species:S:1:pos:R:3:forces:R:3:mulliken_charge:R:1 method="wB97M-V/def2-TZVPD" relative_energy_ev=5.506 total_charge=-2 spin_multiplicity=6 orbital_gap_ev="3.3 / 5.0" energy_ev=-169017.914
Ru 0.2078 -0.3099 -0.8536 -3.21 -2.39 0.86 0.76
O -2.2432 -1.0697 1.8930 0.77 -1.82 0.90 0.04
C -1.6522 -2.2986 2.3494 -1.71 0.30 3.21 -0.66
C -1.3356 -3.4638 1.6325 4.54 0.87 -0.62 1.29
C -0.5117 -4.4375 2.3667 -1.23 -0.73 0.93 -0.78
C 0.1993 -5.5305 1.7667 -1.13 1.67 -0.09 -0.45
C 0.4476 -5.2389 0.4004 1.45 -1.08 -1.85 0.04
C 0.1492 -4.0493 -0.3913 -1.50 -3.58 7.61 -0.84
C -0.7294 -3.1563 0.3828 0.60 -1.38 -4.19 0.42
O -0.9863 -2.0249 -0.2133 0.67 3.43 -1.11 -0.96
N 0.5623 -6.7382 2.3937 0.59 0.27 -1.27 0.80
O 1.1553 -7.6806 1.7541 -0.03 0.58 -1.03 -0.79
O 0.3835 -6.9112 3.6119 -0.81 0.75 1.81 -0.78
H -1.6443 -2.4624 3.4967 -0.33 0.89 -1.84 0.28
H -0.4980 -4.2114 3.4284 -0.07 -0.80 0.20 0.22
H 1.0350 -6.0990 -0.0700 -0.79 1.32 0.27 0.27
H 0.3634 -4.4013 -1.3234 0.22 1.06 -3.22 0.46
I -0.4705 1.2663 1.7705 1.52 -0.12 -0.21 0.22
C -2.3506 1.8535 2.2497 -1.48 -0.67 -0.66 0.45
C -2.5598 3.2266 2.2994 1.39 -2.74 -0.07 -1.02
C -3.7686 3.6551 2.6023 -5.72 2.14 0.79 -0.33
C -4.8649 2.8096 2.7894 -0.21 2.22 0.77 -0.76
C -4.7054 1.4426 2.7632 -0.07 -0.59 0.77 0.84
C -5.7700 0.6163 3.2193 0.94 -0.97 -1.37 -1.03
C -5.6634 -0.7281 3.2546 2.43 -1.03 0.15 -0.60
C -4.4106 -1.3935 3.0534 3.24 2.43 -1.68 -0.83
C -3.3100 -0.5612 2.5279 -2.55 -0.65 0.24 0.40
C -3.4329 0.9042 2.4216 0.56 -0.15 0.93 0.39
H -1.8370 3.9551 2.1758 1.85 0.82 -0.45 0.51
H -4.0630 4.7333 2.6854 0.89 -0.87 -0.15 0.23
H -5.8353 3.2816 3.1442 1.21 -0.83 -0.67 0.24
H -6.7553 0.9371 3.2451 -1.57 1.34 0.30 0.32
H -6.5227 -1.3184 3.3698 -1.07 -0.75 0.53 0.43
H -4.0803 -2.4451 3.1000 -1.08 0.43 0.03 0.48
Se -1.8598 0.6142 -2.4024 0.29 0.18 0.72 -0.30
C -2.4245 2.1497 -1.5126 0.59 -1.47 -0.99 0.24
N -2.8473 3.1312 -1.0982 -0.39 1.09 0.67 -0.59
F 7.0620 3.0465 -6.0004 -0.41 0.27 -0.32 -0.31
C 6.1434 4.0036 -5.6293 1.19 -1.04 -1.64 0.88
F 5.8304 4.6690 -6.7857 -0.45 -0.48 0.51 -0.28
F 6.8513 4.8623 -4.9334 0.39 1.22 1.06 -0.25
C 5.0486 3.3766 -4.8606 1.48 -1.68 -0.07 0.18
C 5.0775 1.9748 -4.6727 -0.16 1.47 0.47 -0.45
C 4.2479 1.3926 -3.7507 -0.70 -2.29 -0.26 -0.45
C 3.2970 2.1410 -3.1124 -1.33 2.16 0.44 0.86
C 3.3630 3.5667 -3.2602 -1.24 -1.64 1.33 -0.66
C 4.2901 4.1541 -4.0453 -0.65 2.10 -0.42 -0.63
C 2.2240 1.5372 -2.3743 1.35 0.69 -0.55 0.10
C 1.3782 0.9591 -1.7314 0.26 -0.33 0.21 -0.73
H 5.8298 1.3872 -5.1080 0.68 -0.57 -0.88 0.47
H 4.1552 0.2816 -3.5920 0.60 1.24 -0.29 0.31
H 2.6458 4.1673 -2.7279 -0.10 0.05 0.21 0.45
H 4.3376 5.2645 -4.0822 0.05 -0.92 -0.09 0.30
Cl 2.8644 0.6106 1.2580 0.93 0.76 0.46 -0.28
Si 2.2197 -1.0389 0.2473 -1.63 -0.67 0.85 0.42
Cl 2.1431 -2.4962 1.7749 -0.23 0.66 -0.24 -0.24
Cl 3.6201 -1.9059 -0.8969 1.17 -0.14 -1.01 -0.30


[6]
18
Properties=species:S:1:pos:R:3:forces:R:3:mulliken_charge:R:1 method="wB97M-V/def2-TZVPD" relative_energy_ev=0.848 total_charge=0 smiles=NCCCCN spin_multiplicity=1 orbital_gap_ev=10.4 energy_ev=-7322.180
N 0.0947 -2.6607 -0.5629 -0.06 0.80 -0.23 -0.55
C 0.6817 -1.3541 -1.0679 -0.83 -2.26 0.16 -0.70
C 0.6437 -0.3238 0.0249 0.50 0.91 -0.26 -0.53
C -0.7629 0.3040 0.2689 1.40 -0.20 -0.45 -0.56
C -0.7084 1.8455 0.3817 -0.86 -2.07 -0.75 -0.54
N -0.2501 2.1906 1.7046 1.13 1.42 0.20 -0.66
H 0.6383 -3.4842 -0.8004 -0.03 0.32 -0.14 0.20
H -0.8104 -2.7406 -1.0079 -0.02 -0.45 0.21 0.23
H 0.0458 -1.0758 -1.9121 0.33 0.45 -0.15 0.34
H 1.6757 -1.5951 -1.4471 0.12 0.45 0.12 0.37
H 1.3288 0.4675 -0.3306 -0.09 0.02 0.42 0.34
H 1.0625 -0.7870 0.9183 0.05 0.17 0.07 0.27
H -1.1554 -0.1315 1.1837 -0.58 -0.02 -0.19 0.28
H -1.2960 0.0276 -0.6458 -0.65 0.09 0.43 0.33
H -0.1412 2.1315 -0.5089 0.41 0.65 0.25 0.37
H -1.7367 2.1642 0.1970 0.07 0.47 0.41 0.34
H -0.0020 3.1835 1.7429 -0.75 0.03 0.01 0.23
H 0.6918 1.8383 1.8616 -0.15 -0.77 -0.11 0.24